Entry 1:
Density functional theory data (wB97M-V/def2-TZVPD) for one molecule with the formula C5H3F3S3.

```
! wB97M-V def2-TZVPD RIJCOSX def2/J DEFGRID3
* xyz 0 1
F -2.23464 0.36064 1.28194
C -2.37179 -0.13859 0.08004
F -2.40947 -1.54501 0.21982
F -3.62097 0.19693 -0.34214
C -1.32940 0.23609 -0.86572
C 0.05859 -0.13977 -0.48809
C 0.51164 -1.45328 -0.42812
S 2.10536 -1.83219 0.05481
S 2.66051 0.20541 0.23012
C 1.03582 0.89084 -0.13152
S 0.86709 2.45206 -0.03237
H -1.58941 -0.07302 -1.93210
H -1.50653 1.50454 -1.08731
H -0.07480 -2.12092 -0.45773
*
```

As for the maximum force: 12.93 eV Å⁻¹. The LUMO energy is -0.0317 Ha. For the molecular weight, the calculation gives 216.27 g/mol. The SMILES is FC(F)(F)Cc1cssc1=S. Its highest occupied orbital energy is -0.31650 hartree. The calculation puts the energy at -45890.3435 eV. The energy above the lowest of the compared OMol25 structures with the same formula, charge and spin comes out at 1.9957 eV. The calculation puts the frontier orbital gap at 7.750 eV.

What are the Löwdin partial charges on each atom? They are as follows, in elementary charge units: atom 1 (F): 0.1816, atom 2 (C): -0.6221, atom 3 (F): 0.0713, atom 4 (F): 0.1166, atom 5 (C): -0.0930, atom 6 (C): -0.3603, atom 7 (C): -0.4112, atom 8 (S): 0.6694, atom 9 (S): 0.6114, atom 10 (C): -1.1791, atom 11 (S): 0.7030, atom 12 (H): 0.1592, atom 13 (H): 0.1960, atom 14 (H): -0.0427

---

Entry 2:
Density functional theory data (wB97M-V/def2-TZVPD) for a 15-piece molecular cluster, C35H54IN18O3P2S overall.

```
! wB97M-V def2-TZVPD RIJCOSX def2/J DEFGRID3
* xyz 1 1
C 2.90962 -1.96143 1.49075
C 2.62919 -2.72911 0.18303
O 3.47716 -2.78096 -0.63865
N 1.34315 -3.40538 0.05114
C 1.30387 -4.30786 -1.13398
N 0.28685 -2.47708 -0.08335
C -0.79223 -2.74779 0.61953
C -1.93778 -1.90236 0.63042
P -3.47830 -2.26441 1.58581
O -3.31645 -3.83666 2.09086
O -3.63544 -1.40324 2.95366
S -5.03262 -2.21302 0.43668
C -1.76341 -0.72791 -0.19659
P -3.04328 0.63747 -0.37707
N -2.52071 2.06351 0.02540
C -0.51820 -0.65288 -0.90416
I -0.27833 1.05338 -2.19665
N 0.52335 -1.46871 -0.89679
H 1.94172 -1.54947 1.83822
H 3.28098 -2.61331 2.29990
H 3.57974 -1.11227 1.28806
H 0.23318 -4.45429 -1.38971
H 1.76778 -3.86250 -2.03539
H 1.74121 -5.28665 -0.87244
H -0.81278 -3.66695 1.22064
H -3.66913 -4.34325 1.33655
H -3.38672 -1.97744 3.70708
H -4.08971 0.28679 0.52328
H -3.54524 0.51956 -1.70192
H -3.04305 2.45148 0.81065
C 5.97793 -0.36030 -1.77764
C 5.95657 0.93687 -1.07528
N 5.94016 1.94732 -0.54186
H 5.17024 -0.99464 -1.41315
H 5.85337 -0.20482 -2.84793
H 6.93018 -0.85870 -1.60225
C -7.46380 -0.85017 -3.22198
C -6.03893 -1.18303 -3.41151
N -4.93629 -1.43751 -3.57065
H -7.55497 0.12022 -2.73629
H -7.96729 -0.81410 -4.18575
H -7.94156 -1.60505 -2.60147
C -1.23419 -0.04855 4.22831
C 0.15917 -0.46689 4.02211
N 1.24313 -0.79089 3.86176
H -1.26274 0.93976 4.68540
H -1.75585 -0.01152 3.27257
H -1.73509 -0.76100 4.88376
C -1.04099 3.96197 -5.17660
C -2.21887 3.14627 -4.82400
N -3.13201 2.51603 -4.55309
H -0.31155 3.92888 -4.36752
H -0.58374 3.57638 -6.08626
H -1.34379 4.99450 -5.34134
C -1.91785 5.79559 1.71795
C -3.11131 5.00205 2.06169
N -4.03122 4.37478 2.31666
H -1.19257 5.74375 2.52833
H -1.46423 5.40511 0.80875
H -2.19784 6.83423 1.55673
C 7.18646 0.44904 2.46983
C 7.26982 -1.01068 2.64308
N 7.29255 -2.14396 2.77517
H 6.67911 0.68204 1.53557
H 6.62429 0.88475 3.29437
H 8.18363 0.88561 2.44940
C -11.05965 0.78263 -1.07848
C -10.76270 -0.25372 -2.08440
N -10.53274 -1.05626 -2.86311
H -10.37886 0.68420 -0.23434
H -10.94042 1.77068 -1.52010
H -12.08339 0.67107 -0.72540
C 0.19041 -4.53049 5.92085
C -0.66501 -3.33410 6.03168
N -1.32344 -2.40384 6.11752
H -0.17850 -5.17525 5.12477
H 1.21496 -4.23587 5.69526
H 0.17699 -5.08088 6.86001
C 8.97893 0.38571 -4.80640
C 8.36656 -0.92544 -4.52689
N 7.90424 -1.95172 -4.32674
H 8.59065 0.78171 -5.74337
H 8.74699 1.08156 -4.00105
H 10.05951 0.27816 -4.88492
C 5.58437 -4.99797 4.43764
C 4.15796 -4.94914 4.81132
N 3.05233 -4.91139 5.09472
H 6.02229 -4.00474 4.52618
H 6.11849 -5.68379 5.09325
H 5.68394 -5.33864 3.40858
C 8.00441 -5.12402 -3.54206
C 8.20365 -6.24920 -4.47329
N 8.35795 -7.11997 -5.19474
H 8.70866 -5.20014 -2.71451
H 8.16471 -4.17951 -4.06040
H 6.98937 -5.14550 -3.14803
C -0.20292 9.81774 2.27186
C 0.02835 8.76182 1.26904
N 0.20734 7.94622 0.49056
H 0.52205 9.72544 3.07889
H -0.09710 10.79670 1.80757
H -1.20742 9.72443 2.68208
C -3.97304 2.80500 -8.24828
C -3.13966 4.01931 -8.31881
N -2.49165 4.95804 -8.36503
H -4.69954 2.80876 -9.05934
H -3.34467 1.92027 -8.33625
H -4.50001 2.77447 -7.29572
C -4.98089 3.00556 5.22982
C -6.34289 2.74492 5.72947
N -7.39781 2.54322 6.11481
H -4.72327 4.05159 5.38436
H -4.26611 2.37971 5.76334
H -4.92772 2.78202 4.16628
*
```

As for the maximum force: 3.02 eV Å⁻¹. The LUMO energy is -0.1956 Ha. For the molecular weight, the calculation gives 995.86 g/mol. Its highest occupied orbital energy is -0.43274 hartree. The calculation puts the energy at -107636.0984 eV. The calculation puts the frontier orbital gap at 6.454 eV.

Here are the Löwdin charges for atoms 1 to 99, given in e: atom 1 (C): 0.0141, atom 2 (C): -0.4503, atom 3 (O): 0.1317, atom 4 (N): -0.0411, atom 5 (C): -0.0140, atom 6 (N): -0.1120, atom 7 (C): 0.0227, atom 8 (C): -0.1976, atom 9 (P): 0.2428, atom 10 (O): -0.2219, atom 11 (O): -0.1882, atom 12 (S): 0.3740, atom 13 (C): -0.2932, atom 14 (P): 0.6698, atom 15 (N): -0.3217, atom 16 (C): -0.6451, atom 17 (I): 0.9698, atom 18 (N): 0.1565, atom 19 (H): 0.0239, atom 20 (H): 0.0922, atom 21 (H): 0.0915, atom 22 (H): 0.0996, atom 23 (H): 0.0990, atom 24 (H): 0.1085, atom 25 (H): 0.1591, atom 26 (H): 0.0643, atom 27 (H): 0.0925, atom 28 (H): -0.0248, atom 29 (H): 0.0151, atom 30 (H): -0.0576, atom 31 (C): -0.0590, atom 32 (C): -0.2769, atom 33 (N): 0.1305, atom 34 (H): 0.0561, atom 35 (H): 0.0738, atom 36 (H): 0.0788, atom 37 (C): -0.0897, atom 38 (C): -0.2857, atom 39 (N): 0.1168, atom 40 (H): 0.0767, atom 41 (H): 0.0794, atom 42 (H): 0.0636, atom 43 (C): -0.0766, atom 44 (C): -0.2532, atom 45 (N): 0.1483, atom 46 (H): 0.0916, atom 47 (H): 0.0487, atom 48 (H): 0.0152, atom 49 (C): -0.0667, atom 50 (C): -0.3069, atom 51 (N): 0.1314, atom 52 (H): 0.0652, atom 53 (H): 0.0813, atom 54 (H): 0.0846, atom 55 (C): -0.0731, atom 56 (C): -0.2578, atom 57 (N): 0.1368, atom 58 (H): 0.0828, atom 59 (H): 0.0788, atom 60 (H): 0.0656, atom 61 (C): -0.0566, atom 62 (C): -0.2707, atom 63 (N): 0.1242, atom 64 (H): 0.0338, atom 65 (H): 0.0859, atom 66 (H): 0.0869, atom 67 (C): -0.0582, atom 68 (C): -0.2629, atom 69 (N): 0.1389, atom 70 (H): 0.0805, atom 71 (H): 0.0821, atom 72 (H): 0.0842, atom 73 (C): -0.0721, atom 74 (C): -0.2328, atom 75 (N): 0.1319, atom 76 (H): 0.0799, atom 77 (H): 0.0081, atom 78 (H): 0.0890, atom 79 (C): -0.0493, atom 80 (C): -0.2487, atom 81 (N): 0.1513, atom 82 (H): 0.0862, atom 83 (H): 0.0799, atom 84 (H): 0.0869, atom 85 (C): -0.0557, atom 86 (C): -0.2318, atom 87 (N): 0.1453, atom 88 (H): 0.0608, atom 89 (H): 0.0857, atom 90 (H): 0.0827, atom 91 (C): -0.0845, atom 92 (C): -0.2844, atom 93 (N): 0.1185, atom 94 (H): 0.0787, atom 95 (H): 0.0162, atom 96 (H): 0.0749, atom 97 (C): -0.0583, atom 98 (C): -0.2764, atom 99 (N): 0.1350